This record from the Open Molecules 2025 dataset describes 14 unconnected molecules or ions with the total composition C70H84F7N7 at a distorted geometry. The level of theory is ωB97M-V with the def2-TZVPD basis set.

```
168
Properties=species:S:1:pos:R:3:forces:R:3:lowdin_charge:R:1
C -13.852 -12.642 30.735 0.5 -1.1 -0.2 -0.113
C -14.424 -11.292 30.459 -0.7 -0.3 0.1 -0.231
C -14.542 -10.979 28.962 0.3 0.5 -0.1 -0.191
C -15.507 -11.735 28.182 -1.6 -1.5 -0.5 -0.229
N -16.322 -12.312 27.584 1.3 0.8 0.8 0.151
H -12.809 -12.742 30.434 0.2 0.3 -0.1 0.069
H -14.368 -13.421 30.173 -0.2 -0.1 0.1 0.068
H -13.881 -12.883 31.798 -0.2 0.0 0.0 0.077
H -13.802 -10.586 31.008 -0.2 0.5 -0.4 0.099
H -15.427 -11.295 30.887 -0.1 0.4 0.1 0.117
H -13.581 -11.124 28.469 0.1 0.3 -0.1 0.082
H -14.899 -9.961 28.805 0.5 0.3 0.1 0.118
C -12.864 -5.762 25.517 -0.2 -0.8 -0.5 -0.072
C -13.468 -6.595 24.367 0.6 0.1 -0.9 -0.247
C -14.435 -7.706 24.709 -0.1 -1.0 1.2 -0.173
C -13.768 -8.839 25.409 1.2 -2.0 0.8 -0.167
N -13.209 -9.747 25.903 -1.4 2.4 -1.0 0.191
H -13.651 -5.176 25.989 0.3 0.1 0.3 0.076
H -12.007 -5.158 25.220 -0.5 0.4 -0.5 0.066
H -12.358 -6.439 26.206 -0.5 -0.2 0.5 0.052
H -12.670 -7.071 23.797 0.2 0.0 0.1 0.088
H -14.002 -6.047 23.591 0.1 0.7 0.3 0.112
H -14.932 -8.111 23.829 0.2 -0.1 -0.2 0.103
H -15.251 -7.389 25.359 0.0 0.2 0.1 0.121
C -6.519 -9.113 28.881 0.3 -0.2 -1.0 -0.098
C -7.526 -9.946 28.079 -0.3 1.0 1.0 -0.255
C -7.061 -10.425 26.690 -0.8 -0.3 0.9 -0.184
C -5.965 -11.356 26.714 2.5 -1.4 0.3 -0.229
N -5.052 -12.079 26.729 -1.5 1.1 0.0 0.154
H -6.119 -8.347 28.216 0.5 0.0 0.1 0.073
H -5.748 -9.818 29.191 0.4 0.4 0.2 0.070
H -6.914 -8.575 29.743 -0.3 -0.4 0.0 0.072
H -8.409 -9.327 27.921 -0.2 0.0 -0.2 0.094
H -7.840 -10.707 28.792 -0.1 -0.7 -0.7 0.088
H -6.791 -9.582 26.053 -0.3 0.0 -0.1 0.128
H -7.886 -11.019 26.298 -0.2 0.4 -0.5 0.086
C -18.297 -17.501 30.095 -0.6 1.6 -0.8 -0.073
C -18.285 -17.066 28.571 -0.4 -0.1 1.9 -0.238
C -17.466 -17.968 27.733 0.4 -1.1 -1.3 -0.227
C -16.051 -17.966 28.021 0.9 0.3 0.2 -0.218
N -14.929 -17.997 28.267 0.0 0.1 0.0 0.169
H -18.814 -18.422 30.365 0.4 -0.3 -0.5 0.073
H -18.866 -16.739 30.629 -0.1 0.2 0.1 0.062
H -17.297 -17.430 30.522 0.1 -0.5 -0.1 0.049
H -17.868 -16.062 28.486 0.0 0.1 0.2 0.107
H -19.270 -17.010 28.107 -0.2 -0.1 0.4 0.108
H -17.614 -17.720 26.682 0.2 0.0 -0.2 0.120
H -17.706 -19.029 27.802 -0.6 -0.1 0.2 0.130
C -6.503 -15.343 26.198 -0.5 -0.3 0.1 -0.097
C -7.347 -16.635 26.037 0.5 1.1 0.0 -0.240
C -6.786 -17.863 26.800 -0.1 0.0 -1.4 -0.171
C -5.524 -18.382 26.206 -2.4 1.3 1.3 -0.225
N -4.569 -18.739 25.717 1.9 -0.8 -0.9 0.138
H -6.999 -14.537 25.657 0.0 0.1 0.2 0.039
H -5.483 -15.347 25.815 0.0 -0.5 0.0 0.076
H -6.462 -15.096 27.259 0.1 0.3 0.0 0.067
H -7.565 -16.751 24.976 0.6 -0.8 -0.1 0.099
H -8.351 -16.404 26.395 -0.1 -0.1 0.6 0.084
H -7.515 -18.666 26.696 0.0 -0.1 0.3 0.101
H -6.644 -17.643 27.858 0.0 0.0 -0.1 0.095
C -9.250 -13.996 24.218 -0.2 -0.5 0.6 -0.096
C -10.749 -13.880 23.910 1.4 0.0 -0.2 -0.227
C -11.044 -14.100 22.393 -1.3 -0.2 1.2 -0.176
C -10.270 -13.281 21.487 2.4 2.1 -2.2 -0.226
N -9.624 -12.590 20.783 -2.0 -2.1 2.1 0.168
H -9.106 -14.080 25.296 -0.1 0.5 0.2 0.042
H -8.700 -13.125 23.862 0.2 -0.2 -0.2 0.078
H -8.798 -14.936 23.902 0.0 0.1 -0.7 0.074
H -11.006 -12.887 24.279 -0.6 0.1 -0.5 0.076
H -11.277 -14.576 24.562 -0.3 -0.2 -0.5 0.106
H -12.093 -13.865 22.212 -0.2 0.2 0.0 0.096
H -10.992 -15.155 22.126 0.5 0.0 0.0 0.122
C -13.079 -15.579 33.417 1.3 1.3 -0.5 -0.089
C -12.463 -15.635 31.993 -0.9 -0.8 1.0 -0.240
C -13.469 -16.236 31.056 -1.0 -1.2 -0.9 -0.213
C -14.243 -17.320 31.651 -0.3 -1.6 0.7 -0.261
N -14.861 -18.174 32.127 0.4 0.8 -0.4 0.154
H -13.887 -14.848 33.447 -0.3 -0.2 0.1 0.073
H -12.278 -15.172 34.034 -0.1 -0.1 0.5 0.066
H -13.385 -16.554 33.795 0.0 0.2 -0.2 0.071
H -11.649 -16.357 32.051 0.4 0.3 -0.2 0.115
H -12.144 -14.678 31.579 0.1 -0.1 0.3 0.064
H -12.975 -16.679 30.191 -0.2 0.2 -0.3 0.089
H -14.315 -15.638 30.718 0.5 0.9 -0.3 0.110
F -9.538 -12.428 27.390 -0.4 -0.4 0.0 0.041
C -10.544 -13.341 27.490 -0.4 -0.9 0.3 -0.259
C -11.796 -13.024 26.978 0.9 1.1 0.2 -0.036
C -12.881 -13.872 27.109 -0.5 0.8 0.3 -0.095
C -12.721 -15.044 27.780 0.9 -1.5 0.3 -0.096
C -11.454 -15.398 28.230 0.9 -0.2 -0.2 -0.075
C -10.326 -14.584 28.099 -0.7 0.6 -0.5 -0.018
H -11.874 -12.033 26.556 -0.3 0.1 -0.3 0.086
H -13.881 -13.584 26.820 0.1 0.3 -0.4 0.089
H -13.477 -15.807 27.891 -0.4 0.2 0.0 0.077
H -11.272 -16.395 28.605 -0.2 -0.1 0.3 0.091
H -9.357 -14.920 28.439 0.1 0.1 0.0 0.101
F -13.590 -12.465 24.096 -0.8 0.3 -0.5 0.027
C -14.153 -11.626 23.172 1.4 1.3 -0.4 -0.249
C -15.480 -11.233 23.227 -0.4 -0.8 -0.5 -0.022
C -15.964 -10.357 22.244 2.3 0.0 -0.4 -0.065
C -15.013 -9.861 21.316 -1.2 0.6 -0.6 -0.110
C -13.662 -10.188 21.249 -1.3 -0.6 1.6 -0.063
C -13.245 -11.058 22.247 0.1 -1.0 0.1 -0.012
H -16.154 -11.778 23.871 0.0 0.2 0.4 0.108
H -16.999 -10.058 22.172 0.0 -0.1 0.1 0.103
H -15.354 -9.185 20.546 -0.3 0.1 -0.1 0.093
H -13.031 -9.777 20.474 0.2 -0.1 0.1 0.109
H -12.220 -11.399 22.249 0.1 0.0 0.3 0.077
F -10.019 -6.119 23.849 -0.3 -0.4 -0.4 0.047
C -10.057 -7.451 23.578 0.7 -0.7 0.4 -0.283
C -9.988 -8.332 24.656 -0.2 1.4 0.5 -0.036
C -9.954 -9.671 24.457 -0.6 -1.2 -0.2 -0.094
C -9.990 -10.216 23.177 0.4 0.4 0.7 -0.094
C -9.961 -9.351 22.105 -0.8 0.2 0.0 -0.068
C -10.039 -7.952 22.291 0.3 -0.2 -0.1 0.000
H -10.011 -7.979 25.676 0.0 0.4 0.0 0.114
H -10.044 -10.307 25.325 0.2 -0.2 0.1 0.092
H -10.024 -11.291 23.081 0.1 0.1 -0.3 0.057
H -10.009 -9.818 21.132 0.2 0.4 -0.3 0.093
H -10.009 -7.269 21.455 -0.1 0.0 -0.1 0.115
F -12.167 -6.952 32.616 -0.8 -0.7 -1.0 0.027
C -12.119 -7.845 31.561 1.4 0.7 -0.3 -0.275
C -12.622 -7.539 30.309 -0.2 0.2 -1.0 -0.006
C -12.299 -8.304 29.137 -0.1 0.3 2.5 -0.067
C -11.516 -9.447 29.312 -0.2 0.4 1.0 -0.098
C -11.037 -9.769 30.607 0.3 1.4 0.8 -0.041
C -11.236 -8.886 31.720 -0.9 -1.2 -1.3 -0.004
H -13.218 -6.640 30.249 -0.1 0.1 -0.3 0.109
H -12.648 -8.009 28.159 -0.1 0.0 0.0 0.074
H -11.316 -10.035 28.428 0.3 -0.3 0.1 0.085
H -10.376 -10.596 30.822 0.0 -0.3 -0.5 0.072
H -10.852 -8.984 32.725 0.5 -0.6 -0.1 0.111
F -9.256 -16.939 30.276 -0.6 1.1 0.3 0.064
C -8.499 -17.992 30.000 0.4 -0.4 0.0 -0.304
C -9.059 -18.963 29.211 -0.9 0.3 -0.3 -0.035
C -8.369 -20.109 28.903 1.2 0.0 -0.2 -0.091
C -7.065 -20.207 29.359 0.5 0.2 1.5 -0.072
C -6.523 -19.195 30.203 0.2 -1.7 -0.5 -0.082
C -7.220 -18.079 30.527 -0.9 0.8 -0.2 -0.028
H -10.054 -18.813 28.819 -0.2 0.1 0.1 0.119
H -8.791 -20.852 28.241 -0.1 -0.1 0.1 0.113
H -6.495 -21.120 29.267 0.1 0.0 -0.4 0.102
H -5.577 -19.287 30.716 0.3 -0.4 -0.4 0.109
H -6.773 -17.310 31.138 -0.3 0.1 0.1 0.124
F -7.560 -13.561 29.893 -0.1 0.6 0.3 0.040
C -8.170 -12.909 30.924 -1.6 -1.5 -0.3 -0.277
C -7.487 -12.011 31.692 0.1 0.6 0.6 -0.020
C -8.131 -11.427 32.797 -0.2 -0.9 -0.4 -0.057
C -9.424 -11.849 33.164 0.8 0.9 0.0 -0.108
C -10.091 -12.777 32.403 0.7 -0.9 -1.9 -0.083
C -9.485 -13.299 31.221 0.1 0.7 1.4 0.009
H -6.454 -11.826 31.437 0.1 0.3 0.1 0.120
H -7.586 -10.716 33.401 -0.1 0.1 0.0 0.104
H -9.910 -11.391 34.013 0.0 -0.1 0.2 0.103
H -11.071 -13.154 32.657 -0.1 0.2 0.2 0.085
H -10.029 -14.017 30.626 0.2 -0.1 -0.1 0.083
F -17.723 -14.903 21.509 -0.1 -0.5 0.7 0.046
C -16.898 -15.212 22.540 1.6 1.0 1.2 -0.244
C -15.627 -15.729 22.223 -0.7 0.4 -0.1 -0.029
C -14.653 -15.853 23.199 -1.0 1.0 2.0 -0.060
C -14.956 -15.365 24.522 0.5 -1.1 -1.0 -0.076
C -16.201 -14.846 24.844 0.5 -0.7 -0.4 -0.111
C -17.164 -14.772 23.868 -1.1 -0.4 -2.1 -0.027
H -15.375 -15.944 21.195 -0.2 -0.2 -0.1 0.112
H -13.695 -16.278 22.939 0.1 0.0 0.2 0.095
H -14.269 -15.469 25.349 0.4 0.0 -0.3 0.074
H -16.429 -14.554 25.858 0.0 0.2 0.0 0.084
H -18.155 -14.407 24.094 -0.1 0.2 0.0 0.112
```
Forces are in eV/Å.

Output
ΔE to the lowest compared entry with this formula, charge and spin = 0.0 kJ/mol
Gap between HOMO and LUMO = 0.35334 hartree
Electronic energy = -103402.7010 eV